# C52H124InN8O19

C52H124InN8O19 as an isolated structure at a distorted geometry (the ωB97M-V functional and the def2-TZVPD basis, the OMol25 dataset).

Geometry (Å):
In1 1.120 -3.218 3.745
C1 -0.644 1.097 1.301
C2 0.032 -0.101 1.757
C3 1.417 -0.472 1.116
O1 1.948 -1.477 1.541
C4 1.885 0.415 -0.009
C5 1.215 1.499 -0.385
C6 -0.114 1.874 0.313
O2 -0.945 2.800 -0.141
O3 1.749 2.299 -1.232
O4 -0.384 -0.922 2.629
H1 -1.639 1.219 1.703
H2 2.852 0.239 -0.457
C7 3.402 -5.341 -0.375
C8 2.527 -4.464 0.552
C9 1.155 -4.149 -0.073
O5 0.209 -3.623 0.838
C10 -0.985 -3.135 0.257
N1 2.444 -5.216 1.795
H3 4.396 -5.443 0.059
H4 3.636 -4.840 -1.314
H5 2.918 -6.279 -0.648
H6 2.932 -3.491 0.827
H7 0.758 -5.129 -0.336
H8 1.187 -3.514 -0.958
H9 -1.652 -2.780 1.042
H10 -1.423 -3.936 -0.339
H11 -0.780 -2.311 -0.426
H12 1.974 -6.089 1.602
H13 3.398 -5.471 2.004
C11 5.752 -1.992 2.036
C12 5.303 -3.334 2.551
C13 6.478 -4.142 3.181
O6 5.993 -5.205 4.086
C14 6.865 -5.739 5.068
N2 4.278 -3.170 3.496
H14 4.930 -1.425 1.599
H15 6.509 -2.022 1.253
H16 6.291 -1.451 2.814
H17 4.922 -4.062 1.836
H18 7.071 -3.419 3.741
H19 7.123 -4.455 2.359
H20 7.203 -4.957 5.749
H21 7.715 -6.298 4.678
H22 6.409 -6.556 5.627
H23 4.579 -2.393 4.066
H24 4.466 -3.932 4.131
C15 -2.270 -7.308 2.717
C16 -1.713 -5.920 2.634
C17 -2.448 -4.974 3.645
O7 -1.893 -3.674 3.607
C18 -2.855 -2.703 4.119
N3 -0.244 -5.918 2.876
H25 -3.316 -7.228 2.419
H26 -2.342 -7.659 3.746
H27 -1.779 -8.090 2.137
H28 -1.934 -5.551 1.633
H29 -2.473 -5.434 4.633
H30 -3.495 -4.939 3.342
H31 -2.671 -2.592 5.188
H32 -3.934 -2.773 3.980
H33 -2.610 -1.750 3.651
H34 0.002 -6.775 3.351
H35 0.001 -6.268 1.961
C19 -2.313 1.341 4.631
C20 -2.430 1.140 6.175
C21 -3.209 2.219 6.900
O8 -2.636 3.537 6.668
C22 -1.249 3.672 7.155
N4 -3.037 -0.126 6.333
H36 -3.292 1.291 4.154
H37 -1.707 0.552 4.186
H38 -1.857 2.310 4.429
H39 -1.445 1.026 6.628
H40 -3.337 2.032 7.966
H41 -4.228 2.231 6.512
H42 -0.541 3.255 6.440
H43 -1.097 3.161 8.106
H44 -0.929 4.712 7.218
H45 -3.883 -0.131 5.782
H46 -3.338 -0.306 7.280
C23 5.535 0.819 -1.662
C24 5.780 -0.619 -1.335
O9 6.457 -1.193 -2.474
H47 6.437 1.429 -1.706
H48 4.859 1.311 -0.963
H49 4.964 0.904 -2.587
H50 4.870 -1.114 -0.995
H51 6.451 -0.594 -0.476
H52 7.182 -0.642 -2.776
C25 -1.259 0.304 -2.423
C26 -2.146 1.453 -2.861
O10 -1.500 2.327 -3.713
H53 -1.446 -0.075 -1.419
H54 -0.200 0.558 -2.472
H55 -1.403 -0.564 -3.066
H56 -2.602 2.096 -2.109
H57 -3.011 1.076 -3.407
H58 -1.702 2.137 -4.633
C27 3.431 1.033 3.623
C28 2.331 0.729 4.580
O11 2.558 -0.633 4.834
H59 3.446 0.398 2.737
H60 4.412 1.112 4.092
H61 3.200 2.004 3.186
H62 1.387 0.863 4.052
H63 2.478 1.326 5.480
H64 3.470 -0.700 5.127
C29 2.143 -1.447 -2.936
O12 1.147 -2.341 -3.419
C30 1.518 -3.279 -4.430
C31 0.322 -4.188 -4.857
N5 0.043 -5.162 -3.775
C32 -1.237 -5.919 -3.931
C33 -2.504 -4.998 -3.897
O13 -2.479 -4.413 -2.607
C34 -3.650 -3.710 -2.369
H65 1.695 -0.620 -2.385
H66 2.761 -1.050 -3.742
H67 2.780 -1.978 -2.228
H68 2.305 -3.965 -4.115
H69 1.814 -2.719 -5.317
H70 0.549 -4.691 -5.797
H71 -0.562 -3.594 -5.088
H72 -0.141 -4.606 -2.952
H73 -1.336 -6.709 -3.187
H74 -1.265 -6.506 -4.849
H75 -3.407 -5.582 -4.076
H76 -2.527 -4.295 -4.730
H77 -4.427 -4.448 -2.171
H78 -3.926 -3.047 -3.189
H79 -3.465 -3.093 -1.490
C35 2.349 1.433 -4.520
O14 1.348 2.422 -4.504
C36 1.010 2.794 -5.870
C37 1.952 3.949 -6.284
N6 1.580 5.202 -5.544
C38 2.670 6.169 -5.408
C39 3.768 5.738 -4.466
O15 3.304 4.930 -3.322
C40 4.446 4.376 -2.614
H80 2.097 0.581 -5.150
H81 2.430 1.203 -3.458
H82 3.356 1.789 -4.739
H83 -0.002 3.199 -5.869
H84 0.986 2.020 -6.636
H85 1.961 4.070 -7.368
H86 2.944 3.649 -5.947
H87 0.992 5.694 -6.202
H88 2.224 7.053 -4.953
H89 3.118 6.580 -6.312
H90 4.346 6.589 -4.106
H91 4.438 5.174 -5.114
H92 5.234 5.063 -2.307
H93 4.908 3.604 -3.228
H94 4.084 3.962 -1.673
C41 -3.810 4.864 -3.826
O16 -2.946 4.862 -2.660
C42 -3.519 5.676 -1.652
C43 -2.724 5.735 -0.366
N7 -1.381 6.256 -0.671
C44 -0.539 6.201 0.520
C45 0.778 6.979 0.185
O17 1.565 6.492 -0.881
C46 2.663 7.421 -1.133
H95 -4.667 4.203 -3.700
H96 -3.350 4.451 -4.724
H97 -4.247 5.805 -4.159
H98 -4.490 5.312 -1.316
H99 -3.848 6.648 -2.020
H100 -2.733 4.747 0.093
H101 -3.255 6.363 0.350
H102 -1.514 7.245 -0.825
H103 -0.365 5.215 0.949
H104 -1.089 6.719 1.306
H105 1.422 6.942 1.064
H106 0.529 8.027 0.017
H107 3.302 7.545 -0.258
H108 2.293 8.393 -1.458
H109 3.256 7.034 -1.962
C47 -5.466 -2.457 1.190
O18 -5.410 -1.015 1.242
C48 -4.176 -0.538 0.728
C49 -4.313 0.960 0.451
N8 -5.487 1.236 -0.441
C50 -5.716 2.675 -0.554
C51 -7.011 2.933 -1.299
O19 -8.122 2.468 -0.529
C52 -9.343 2.462 -1.226
H110 -4.751 -2.921 1.869
H111 -5.329 -2.837 0.178
H112 -6.493 -2.762 1.390
H113 -3.990 -0.925 -0.274
H114 -3.321 -0.756 1.367
H115 -3.384 1.318 0.006
H116 -4.390 1.485 1.403
H117 -6.312 0.739 -0.136
H118 -4.960 3.249 -1.089
H119 -5.856 3.173 0.405
H120 -7.032 2.453 -2.277
H121 -7.149 4.011 -1.391
H122 -10.006 1.716 -0.788
H123 -9.238 2.240 -2.288
H124 -9.722 3.483 -1.176

The calculation puts the orbital gap at 2.856 eV. The value obtained for the HOMO energy is -9.9 eV. As for the total charge: +1. As for the energy: -4112.57927 Ha.

---

# C2H3FNOP

C2H3FNOP as an isolated structure at a distorted geometry (the ωB97M-V functional and the def2-TZVPD basis, the OMol25 dataset).

Geometry (Å):
C1 -0.834 -0.634 -0.181
C2 0.215 0.261 -0.898
N1 -1.008 -0.378 1.048
O1 0.720 1.177 0.050
F1 1.214 -0.234 2.163
P1 0.116 0.852 1.536
H1 -1.163 -1.408 -0.841
H2 1.062 -0.271 -1.179
H3 -0.322 0.634 -1.699

The calculation puts the orbital gap at 10.604 eV. The value obtained for the HOMO energy is -10.0 eV. Its energy relative to the best compared isomer or geometry (same formula, charge and spin) is 1.4 kJ/mol. As for the energy: -649.25270 Ha.

---

# C7H12N2O2S

C7H12N2O2S in the gas phase at a distorted geometry (the ωB97M-V functional and the def2-TZVPD basis, the OMol25 dataset).

Geometry (Å):
C1 -1.519 -2.024 0.316
C2 -0.853 -0.845 1.111
C3 -0.128 0.146 0.077
C4 0.915 1.142 0.864
C5 2.191 0.534 1.326
S1 1.432 2.386 -0.551
N1 0.494 -0.669 -0.983
C6 -0.068 -0.307 -2.219
O1 0.283 -0.651 -3.277
N2 -1.033 0.626 -2.013
C7 -1.180 0.941 -0.656
O2 -1.916 1.784 -0.160
H1 -2.611 -2.044 0.066
H2 -1.438 -2.998 0.896
H3 -0.967 -2.166 -0.534
H4 -0.073 -1.265 1.747
H5 -1.568 -0.361 1.815
H6 0.332 1.719 1.583
H7 2.230 -0.265 2.024
H8 2.725 1.307 1.763
H9 2.815 0.187 0.568
H10 0.391 3.178 -0.157
H11 1.242 -1.245 -0.912
H12 -1.694 0.890 -2.693

The calculation puts the orbital gap at 9.972 eV. As for the structure (SMILES): CC[C@@]1([C@@H](C)S)NC(=O)NC1=O. The value obtained for the HOMO energy is -9.3 eV. Its energy relative to the best compared isomer or geometry (same formula, charge and spin) is 92.0 kJ/mol. As for the energy: -932.11988 Ha.

---

# C3H7N2

An isolated ion of composition C3H7N2 and charge +1 at a distorted geometry (the ωB97M-V functional and the def2-TZVPD basis, the OMol25 dataset).

Geometry (Å):
C1 1.689 -0.578 -0.016
N1 0.483 0.132 -0.296
C2 -0.137 1.336 0.205
C3 -0.858 0.117 0.025
N2 -1.993 -0.568 -0.170
H1 2.385 -0.633 -0.830
H2 2.282 -0.345 0.916
H3 1.498 -1.569 0.331
H4 -0.351 2.065 -0.465
H5 -0.070 1.690 1.156
H6 -2.858 -0.184 -0.181
H7 -2.072 -1.462 -0.675

The calculation puts the orbital gap at 10.674 eV. As for the structure (SMILES): CN1CC1=[NH2+]. The value obtained for the HOMO energy is -15.4 eV. Its energy relative to the best compared isomer or geometry (same formula, charge and spin) is 236.0 kJ/mol. As for the total charge: +1. As for the energy: -227.66447 Ha.

---

# C2H4N4

C2H4N4 in the gas phase at a distorted geometry (the ωB97M-V functional and the def2-TZVPD basis, the OMol25 dataset).

Geometry (Å):
C1 0.374 -1.703 -1.164
C2 0.160 1.622 0.742
N1 -0.793 -1.632 -0.485
N2 0.911 -0.470 -0.736
N3 -0.272 -0.449 -0.012
N4 -0.705 0.616 0.617
H1 0.730 -2.487 -1.719
H2 0.064 2.363 1.460
H3 1.075 1.726 0.190
H4 -1.546 0.413 1.108

The calculation puts the orbital gap (alpha / beta) at 7.736 / 7.944 eV. The value obtained for the HOMO energy (alpha / beta) is -8.1 / -8.1 eV. Its energy relative to the best compared isomer or geometry (same formula, charge and spin) is 647.1 kJ/mol. As for the energy: -297.39783 Ha.

---

# H15O8

A 8-piece molecular cluster, H15O8 overall at a distorted geometry (the ωB97M-V functional and the def2-TZVPD basis, the OMol25 dataset).

Geometry (Å):
O1 -2.353 0.530 -0.592
H1 -2.996 -0.130 -0.857
O2 -0.751 -0.529 -2.697
H2 -0.459 -1.287 -2.179
H3 -1.102 0.071 -1.992
O3 -0.611 2.480 0.698
H4 0.217 2.329 0.236
H5 -1.206 2.099 0.049
O4 -1.270 -1.210 2.036
H6 -2.199 0.353 0.354
H7 -0.553 -0.850 2.562
O5 0.975 0.660 2.483
H8 1.522 0.249 1.825
H9 0.292 1.095 1.972
O6 0.120 -2.093 -0.395
H10 0.493 -2.998 -0.282
H11 -0.804 -1.756 1.365
O7 2.206 -0.710 0.148
H12 3.026 -1.201 -0.026
H13 1.458 -1.175 -0.230
O8 1.333 1.739 -1.379
H14 1.687 0.980 -0.911
H15 0.975 1.353 -2.188

As for the multiplicity: 2. As for the expectation value of S²: 0.7533. The calculation puts the orbital gap (alpha / beta) at 10.563 / 6.348 eV. The value obtained for the HOMO energy (alpha / beta) is -11.1 / -11.1 eV. Its energy relative to the best compared isomer or geometry (same formula, charge and spin) is 0.0 kJ/mol. As for the energy: -610.82682 Ha.